Entry 1:
Molecular formula: C41H34MoN5P2S
Method: DFT, ωB97M-V/def2-TZVPD

⟨S²⟩ = 2.0539
ΔE to the lowest compared entry with this formula, charge and spin = 58.3 kcal/mol
Multiplicity = 3
HOMO (spin up / spin down) = -15.542 / -15.835 eV
Total charge = +3

The geometry in XYZ format:
```
84
C41H34MoN5P2S (ωB97M-V/def2-TZVPD)
Mo 0.67223 1.11789 -0.72962
C 5.05745 0.78868 -0.04266
C 3.72758 0.46627 -0.05211
N 2.79380 1.36857 -0.35527
C 3.15016 2.67783 -0.63935
C 4.52276 3.08690 -0.61979
C 5.46589 2.10634 -0.25915
C 4.80621 4.44234 -1.00419
C 3.82919 5.30511 -1.44365
C 2.44114 4.86756 -1.52035
C 1.35615 5.69614 -1.90797
C 0.05446 5.22897 -1.88971
C -0.19414 3.92350 -1.55665
N 0.82803 3.11910 -1.16916
C 2.14890 3.54372 -1.13361
H 5.78808 0.00408 0.08430
H 3.41716 -0.53616 0.18467
H 6.50676 2.38610 -0.16795
H 5.82412 4.79220 -0.93654
H 4.07750 6.31546 -1.74706
H 1.51330 6.70434 -2.26182
H -0.78659 5.85634 -2.15759
H -1.18835 3.50307 -1.54417
N -1.38633 -0.01775 1.39902
P -1.73923 0.31017 -0.23598
C -3.25607 1.31586 -0.13785
C -4.18515 1.09375 0.89304
C -5.42105 1.74237 0.85008
C -5.71163 2.59262 -0.20223
C -4.80964 2.81094 -1.23204
C -3.56929 2.14522 -1.22051
C -2.42107 -1.18619 -1.01026
C -2.76032 -2.32363 -0.31180
C -3.36266 -3.38353 -1.00402
C -3.56274 -3.30857 -2.36748
C -3.23891 -2.16332 -3.05275
C -2.66394 -1.11299 -2.39010
P 0.32349 0.37448 1.63047
C 0.25774 1.12736 3.25769
C -0.07893 0.25535 4.29793
C -0.22815 0.76367 5.57959
C -0.09000 2.12576 5.80947
C 0.23586 2.98552 4.76758
C 0.42689 2.49765 3.48799
C 1.05332 -1.26864 1.81667
C 0.75106 -2.17327 0.80258
C 1.66633 -3.15397 0.49680
C 2.77124 -3.41674 1.30887
C 2.94195 -2.61808 2.45860
C 2.14245 -1.50379 2.66963
H -2.03028 0.38499 2.08595
H -3.97394 0.35246 1.64712
H -6.12604 1.58382 1.62792
H -6.66873 3.11835 -0.18374
H -5.04836 3.48016 -2.05034
H -2.90998 2.27834 -2.06178
H -2.54554 -2.36741 0.73551
H -3.65548 -4.27562 -0.44375
H -4.02421 -4.13517 -2.90043
H -3.45063 -2.05504 -4.10061
H -2.41485 -0.18483 -2.90981
H -0.18968 -0.81605 4.08745
H -0.50477 0.09591 6.37136
H -0.20464 2.52845 6.79315
H 0.37963 4.04152 4.95960
H 0.66170 3.16653 2.65006
H -0.18841 -2.04163 0.23760
H 2.41744 -3.92108 -1.14525
H 3.42888 -4.26843 1.16683
H 3.74710 -2.88251 3.13746
H 2.32864 -0.82495 3.50191
C -1.01536 -5.82896 -3.59545
C -0.09309 -5.28037 -2.63307
C 0.49386 -5.99541 -1.59023
C 1.08770 -5.37244 -0.53616
N 1.45982 -3.95438 -0.75790
C 0.57902 -3.18035 -1.80246
S 0.65365 -0.21372 -2.35929
N 0.00245 -3.88363 -2.66730
H -0.52152 -6.22607 -4.49207
H -1.67457 -4.99876 -3.88806
H -1.59859 -6.67766 -3.17190
H 0.50402 -7.07428 -1.64307
H 1.19776 -5.84637 0.43921
```

***

Entry 2:
Molecular formula: C41H34N2O6
Method: DFT, ωB97M-V/def2-TZVPD

HOMO = -9.564 eV
SMILES = C=C[C@H](C#N)[C@H](C#N)CCCCCOC(C)=O.O=C1c2ccccc2C(=O)c2ccccc21.O=C1c2ccccc2C(=O)c2ccccc21

The geometry in XYZ format:
```
83
C41H34N2O6 (ωB97M-V/def2-TZVPD)
C 3.75502 1.31759 1.47687
C 3.63363 1.42256 -0.00460
C 2.28915 2.04658 -0.77004
C 1.72841 3.23886 0.20565
N 1.31980 4.22153 0.93748
C 1.24742 0.80006 -1.00767
C 1.96098 -0.24630 -2.09765
N 2.56665 -0.86480 -3.09045
C -0.19671 1.23643 -1.65394
C -1.49710 0.89370 -0.68801
C -1.91717 2.11159 0.32693
C -3.25704 2.94968 -0.10793
C -2.95158 4.18085 -1.19276
O -1.80684 5.02305 -0.81553
C -1.10227 5.57453 -1.98196
C 0.44474 6.13982 -1.69322
O -1.58301 5.70991 -3.21981
H 2.91193 1.65883 2.23907
H 4.75729 0.91679 1.95071
H 4.52776 1.07030 -0.69449
H 2.58245 2.46036 -1.84340
H 1.11973 0.15145 -0.01469
H -0.35425 0.57737 -2.63529
H -0.23860 2.36035 -2.02768
H -2.41268 0.74115 -1.43570
H -1.38033 -0.14827 -0.12128
H -1.02772 2.86492 0.43308
H -2.04981 1.61212 1.40325
H -4.11793 2.23156 -0.47269
H -3.67430 3.48026 0.87530
H -3.92150 4.86882 -1.17102
H -2.86781 3.66219 -2.23820
H 0.75057 7.00121 -2.45165
H 0.53473 6.64064 -0.61386
H 1.25929 5.29225 -1.78850
C -4.14144 -5.04185 -7.54448
C -3.69574 -6.32741 -7.85057
C -2.43835 -6.75196 -7.41815
C -1.61835 -5.88370 -6.68726
C -2.05399 -4.59017 -6.40245
C -3.32350 -4.17190 -6.82209
C -1.17754 -3.64941 -5.67519
O -1.56086 -2.51410 -5.42150
C 0.16987 -4.09352 -5.26613
C 1.03295 -3.19374 -4.62713
C 2.30408 -3.60944 -4.22499
C 2.71246 -4.92367 -4.45062
C 1.85686 -5.82058 -5.09198
C 0.58658 -5.40145 -5.50920
C -0.29727 -6.34743 -6.21862
O 0.06265 -7.50135 -6.42146
H -5.12511 -4.71404 -7.87353
H -4.32813 -7.00108 -8.42453
H -2.09914 -7.75874 -7.65635
H -3.67585 -3.16802 -6.59162
H 0.72064 -2.16677 -4.44434
H 2.97461 -2.90767 -3.73367
H 3.69984 -5.24978 -4.13099
H 2.18442 -6.84367 -5.26910
C -0.94992 -1.07286 9.67503
C 0.38961 -1.17727 10.04889
C 1.36841 -0.47641 9.34248
C 1.00800 0.32241 8.25049
C -0.32831 0.40730 7.86161
C -1.31131 -0.28288 8.58277
C -0.71391 1.20729 6.68119
O -1.88798 1.28523 6.34105
C 0.33617 1.90431 5.91204
C -0.00820 2.61892 4.75723
C 0.97686 3.29209 4.03141
C 2.30342 3.26157 4.46057
C 2.65017 2.54585 5.60746
C 1.66561 1.85781 6.32897
C 2.04793 1.07428 7.52029
O 3.21430 1.04312 7.89553
H -1.71385 -1.61176 10.23119
H 0.67268 -1.80305 10.89236
H 2.41156 -0.55859 9.64329
H -2.35823 -0.21054 8.29337
H -1.04210 2.65042 4.41712
H 0.70806 3.84203 3.13208
H 3.06982 3.79183 3.89945
H 3.68864 2.52250 5.93369
```

***

Entry 3:
Molecular formula: C41H35AlNO2PSbSe
Method: DFT, ωB97M-V/def2-TZVPD

ΔE to the lowest compared entry with this formula, charge and spin = 90.9 kcal/mol
HOMO (spin up / spin down) = -3.037 / -3.599 eV
Total charge = -1

The geometry in XYZ format:
```
83
C41H35AlNO2PSbSe (ωB97M-V/def2-TZVPD)
Al -0.54472 1.01005 0.24509
O -1.16652 -0.71815 0.17561
C -1.88251 -0.59989 -0.94991
C -3.14722 -1.14227 -1.35212
C -3.87377 -2.32557 -1.21765
C -5.09972 -2.41225 -1.87350
C -5.60871 -1.35157 -2.61304
C -4.90317 -0.13794 -2.69698
C -3.68176 -0.03810 -2.07533
P -2.13109 1.13500 -1.61949
C -1.20350 1.27099 -3.17274
C -1.72490 1.93347 -4.27794
C -1.00220 2.01299 -5.46092
C 0.24839 1.42093 -5.55503
C 0.76929 0.74194 -4.45993
C 0.04838 0.66673 -3.27889
C -3.06379 2.76674 -1.56300
C -4.39059 2.86976 -1.16910
C -4.96147 4.11065 -0.89904
C -4.21462 5.26727 -1.03066
C -2.88198 5.17952 -1.42675
C -2.31594 3.94305 -1.67281
H -3.50445 -3.15428 -0.62509
H -5.67575 -3.32819 -1.80042
H -6.56568 -1.45917 -3.10997
H -5.32892 0.70606 -3.22992
H -2.70163 2.39766 -4.21446
H -1.42329 2.53544 -6.31117
H 0.81383 1.48221 -6.47686
H 1.74009 0.26548 -4.52294
H 0.46154 0.12928 -2.43185
H -4.98879 1.97320 -1.06005
H -5.99461 4.16550 -0.57652
H -4.65374 6.23156 -0.80755
H -2.28063 6.07602 -1.51746
H -1.26263 3.88095 -1.93277
Se -1.01502 4.59923 3.25703
C -1.09033 3.07423 2.32208
N -1.13291 2.07865 1.71048
C 2.54677 -7.08114 3.72321
C 2.37969 -5.91837 4.46114
C 2.03241 -4.73694 3.82153
C 1.86681 -4.68034 2.43831
C 2.02391 -5.85895 1.71583
C 2.36005 -7.04830 2.34981
Sb 1.26731 -2.79113 1.58533
C 3.24055 -1.93725 1.65690
C 3.81654 -1.33238 0.54435
C 5.05526 -0.70997 0.63271
C 5.73792 -0.67633 1.83963
C 5.17204 -1.27118 2.95803
C 3.93381 -1.88998 2.86316
C 1.36814 -3.38715 -0.46102
C 2.53767 -3.86385 -1.05268
C 2.55509 -4.23312 -2.38933
C 1.39930 -4.12650 -3.15416
C 0.23032 -3.65846 -2.57663
C 0.21614 -3.29511 -1.23502
H 2.81147 -8.00791 4.21695
H 2.50682 -5.93036 5.53680
H 1.87429 -3.84996 4.42717
H 1.88358 -5.85968 0.64196
H 2.47486 -7.95208 1.76357
H 3.29337 -1.33032 -0.40468
H 5.48132 -0.24213 -0.24691
H 6.70251 -0.18893 1.90789
H 5.69259 -1.25166 3.90772
H 3.51678 -2.34476 3.75460
H 3.44914 -3.93638 -0.46883
H 3.47216 -4.59776 -2.83558
H 1.41469 -4.40334 -4.20136
H -0.67459 -3.55822 -3.16321
H -0.69565 -2.91467 -0.79744
C 2.07510 1.29836 2.40334
O 1.30936 0.67218 1.38352
C 1.37380 1.11809 0.01790
C 2.51460 2.00392 -0.32982
H 3.13972 1.10870 2.24937
H 1.75679 0.85070 3.34318
H 1.87647 2.37243 2.43348
H 3.48699 1.58740 -0.05169
H 2.43629 2.99488 0.13888
H 2.51573 2.16990 -1.40893
```